# 1
Entry from the OMol25 dataset: a 7-piece molecular cluster, C22H61N6O9 overall in a non-equilibrium geometry (the ωB97M-V functional and the def2-TZVPD basis).

Each line ends with the Löwdin charge.
Cartesian coordinates (Å):
1 C -3.229 -5.518 -3.233  -0.0421
2 C -3.925 -4.469 -3.927  -0.3579
3 C -3.892 -3.114 -3.391  -0.1739
4 O -2.566 -2.552 -3.518  -0.2106
5 C -2.425 -1.321 -2.770  -0.0662
6 N -3.511 -4.479 -5.370  0.2671
7 H -2.505 -4.346 -5.447  0.1764
8 H -3.758 -5.373 -5.783  0.1855
9 H -3.953 -3.739 -5.908  0.1858
10 H -2.162 -5.391 -3.078  0.0782
11 H -3.354 -6.502 -3.679  0.1118
12 H -3.672 -5.690 -2.244  0.1197
13 H -4.983 -4.751 -3.931  0.1833
14 H -4.209 -3.028 -2.334  0.1530
15 H -4.561 -2.420 -3.902  0.1456
16 H -3.167 -0.618 -3.171  0.1116
17 H -1.439 -0.898 -2.985  0.0694
18 H -2.513 -1.598 -1.718  0.0751
19 C -0.501 1.672 7.564  -0.0033
20 C 0.669 1.184 6.704  -0.3128
21 C 0.258 0.380 5.510  -0.2108
22 O -0.546 1.106 4.626  -0.1619
23 C -0.907 0.389 3.462  -0.0668
24 N 1.422 2.393 6.231  0.2389
25 H 2.219 2.119 5.656  0.1461
26 H 0.734 2.935 5.715  0.1664
27 H 1.689 2.973 7.021  0.1809
28 H -0.210 2.423 8.307  0.1053
29 H -0.882 0.772 8.057  0.1123
30 H -1.307 2.105 6.969  0.0991
31 H 1.379 0.649 7.336  0.1699
32 H -0.306 -0.465 5.917  0.1565
33 H 1.224 0.111 5.062  0.1156
34 H -1.633 0.972 2.900  0.0970
35 H -1.359 -0.571 3.724  0.1106
36 H -0.048 0.287 2.794  0.0541
37 C -1.980 4.432 0.932  -0.0458
38 C -1.007 4.542 -0.101  -0.3307
39 C -0.905 5.871 -0.820  -0.2020
40 O -1.665 5.701 -1.995  -0.1782
41 C -1.627 6.883 -2.831  -0.0459
42 N 0.377 4.207 0.518  0.2183
43 H 0.552 4.711 1.384  0.1694
44 H 0.471 3.212 0.649  0.0706
45 H 1.080 4.594 -0.113  0.1464
46 H -1.848 3.490 1.471  0.0797
47 H -2.978 4.445 0.493  0.1278
48 H -1.980 5.164 1.738  0.1114
49 H -1.072 3.766 -0.861  0.1406
50 H 0.181 6.025 -0.998  0.1250
51 H -1.197 6.725 -0.197  0.1513
52 H -2.348 6.712 -3.651  0.1057
53 H -0.600 6.981 -3.192  0.0955
54 H -2.098 7.752 -2.323  0.1123
55 C 5.194 0.494 2.441  0.0595
56 C 3.716 0.711 2.638  -0.3597
57 O 3.120 1.216 3.529  0.1631
58 N 2.836 0.046 1.545  0.0671
59 H 2.016 0.675 1.266  0.1283
60 H 3.529 -0.117 0.818  0.1532
61 C 2.289 -1.287 1.911  0.0027
62 H 5.351 -0.589 2.390  0.1161
63 H 5.723 0.946 3.277  0.1205
64 H 5.487 0.993 1.522  0.1095
65 H 1.759 -1.645 1.018  0.0851
66 H 1.595 -1.278 2.753  0.0949
67 H 3.116 -1.949 2.185  0.1137
68 C -0.883 -3.992 -0.163  0.0539
69 C 0.109 -4.406 -1.200  -0.3606
70 O 0.330 -4.004 -2.282  0.1739
71 N 0.971 -5.669 -0.816  0.0707
72 H 1.032 -5.706 0.206  0.1791
73 H 0.446 -6.527 -0.960  0.1867
74 C 2.292 -5.738 -1.486  0.0264
75 H -1.219 -4.829 0.440  0.1091
76 H -1.769 -3.646 -0.715  0.0976
77 H -0.482 -3.123 0.350  0.0871
78 H 2.834 -4.849 -1.150  0.1111
79 H 2.166 -5.746 -2.572  0.1172
80 H 2.696 -6.684 -1.131  0.1243
81 C 1.574 -0.993 -3.163  0.0218
82 C 1.577 0.354 -3.737  -0.3629
83 O 1.162 0.776 -4.728  0.2500
84 N 2.407 1.416 -2.848  0.0760
85 H 2.036 1.395 -1.906  0.1237
86 H 3.342 1.047 -2.706  0.1739
87 C 2.335 2.794 -3.383  0.0100
88 H 1.783 -1.035 -2.091  0.0793
89 H 2.239 -1.601 -3.795  0.1321
90 H 0.620 -1.490 -3.373  0.0863
91 H 1.289 3.101 -3.344  0.1121
92 H 2.684 2.824 -4.418  0.1224
93 H 3.000 3.433 -2.796  0.1122
94 O -1.471 1.428 -0.235  0.0709
95 C -0.340 0.646 -0.057  -0.6836
96 O 0.656 1.466 0.317  -0.1579
97 O -0.353 -0.545 -0.367  0.0118
98 H -2.224 0.843 -0.452  0.1311

Values from the calculation:
HOMO energy: -19.53 eV
2S+1: 1
E_tot: -1878.6403 Ha
LUMO level: -0.4245 hartree
Charge: +5



# 2
Entry from the OMol25 dataset: C34H40BBrMnN8O2 as an isolated structure in a non-equilibrium geometry (the ωB97M-V functional and the def2-TZVPD basis).

Each line ends with the Löwdin spin population.
Cartesian coordinates (Å):
1 Mn 0.261 -0.009 0.109  3.9293
2 C 2.044 -2.381 2.667  0.0005
3 C 0.933 -1.983 3.638  0.0003
4 C -0.219 -2.983 3.579  0.0003
5 C 0.449 -0.570 3.443  0.0077
6 C 0.353 0.338 4.502  0.0028
7 C -0.131 1.500 3.952  0.0054
8 N -0.318 1.297 2.646  0.0029
9 N 0.033 0.029 2.310  0.0277
10 B -0.738 2.374 1.642  0.0029
11 N -1.850 1.826 0.720  0.0017
12 C -3.085 2.322 0.605  0.0049
13 C -3.699 1.711 -0.465  0.0010
14 C -2.751 0.827 -0.987  0.0025
15 N -1.632 0.899 -0.241  -0.0231
16 C -2.981 0.026 -2.247  0.0004
17 C -1.694 -0.409 -2.943  0.0033
18 C -3.910 -1.184 -2.026  0.0003
19 N 0.437 2.744 0.712  0.0043
20 C 1.179 3.852 0.736  0.0034
21 C 2.032 3.830 -0.349  0.0008
22 C 1.762 2.633 -1.013  0.0031
23 N 0.793 1.983 -0.348  -0.0234
24 C 2.345 2.194 -2.330  0.0006
25 C 3.688 1.472 -2.187  0.0005
26 C 1.352 1.328 -3.100  0.0052
27 H 2.392 -3.390 2.887  0.0000
28 H 2.890 -1.699 2.760  0.0001
29 H 1.682 -2.354 1.639  0.0004
30 H 1.340 -2.012 4.651  0.0000
31 H -0.598 -3.043 2.567  0.0000
32 H -1.031 -2.695 4.248  0.0000
33 H 0.128 -3.975 3.873  0.0000
34 H 0.612 0.156 5.530  0.0003
35 H -0.333 2.456 4.407  0.0004
36 H -1.127 3.339 2.217  0.0002
37 H -3.443 3.086 1.273  0.0003
38 H -4.695 1.875 -0.840  -0.0001
39 H -3.514 0.707 -2.912  0.0002
40 H -1.012 -0.882 -2.237  0.0023
41 H -1.193 0.444 -3.396  -0.0001
42 H -1.917 -1.125 -3.734  0.0003
43 H -3.350 -2.071 -1.717  0.0000
44 H -4.404 -1.434 -2.964  0.0000
45 H -4.683 -0.973 -1.287  0.0000
46 H 1.065 4.578 1.523  0.0002
47 H 2.758 4.573 -0.629  -0.0001
48 H 2.528 3.108 -2.900  0.0002
49 H 3.566 0.527 -1.660  0.0001
50 H 4.410 2.087 -1.648  0.0000
51 H 4.095 1.260 -3.177  0.0001
52 H 1.082 0.451 -2.505  0.0035
53 H 1.788 0.987 -4.039  0.0003
54 H 0.444 1.890 -3.317  0.0000
55 N -1.773 -1.816 0.503  0.0273
56 C -1.380 -3.131 0.168  0.0006
57 C -2.042 -4.252 0.599  0.0019
58 C -1.569 -5.539 0.288  -0.0002
59 C -0.440 -5.696 -0.463  0.0014
60 C 0.265 -4.562 -0.925  0.0003
61 C 1.432 -4.663 -1.709  0.0015
62 C 2.061 -3.522 -2.122  -0.0001
63 C 1.542 -2.281 -1.730  0.0028
64 N 0.462 -2.135 -0.991  0.0136
65 C -0.202 -3.264 -0.603  0.0026
66 H -2.392 -1.800 1.304  0.0005
67 H -2.241 -1.366 -0.270  0.0002
68 H -2.929 -4.142 1.210  0.0001
69 H -2.117 -6.402 0.641  0.0000
70 H -0.065 -6.679 -0.714  0.0001
71 H 1.805 -5.641 -1.985  0.0001
72 H 2.951 -3.553 -2.733  0.0000
73 H 2.047 -1.375 -2.043  0.0001
74 Br 5.463 2.318 1.737  0.0003
75 C 5.511 0.549 1.064  -0.0011
76 C 6.769 0.042 0.771  -0.0005
77 C 6.911 -1.237 0.262  0.0002
78 C 5.792 -2.027 0.055  0.0001
79 C 4.535 -1.518 0.317  0.0002
80 C 4.366 -0.227 0.819  -0.0068
81 C 2.962 0.253 1.035  0.0005
82 O 2.659 1.066 1.877  0.0132
83 O 2.081 -0.380 0.265  -0.0328
84 H 7.642 0.657 0.941  -0.0001
85 H 7.897 -1.614 0.026  0.0000
86 H 5.901 -3.039 -0.313  0.0000
87 H 3.653 -2.121 0.140  0.0001

Values from the calculation:
HOMO energy (alpha / beta): -11.17 / -11.17 eV
2S+1: 5
E_tot: -5657.9897 Ha
LUMO level (alpha / beta): -0.1822 / -0.1196 hartree
Charge: +1
Relative energy (zero: lowest compared OMol25 entry of this formula, charge and spin): 12.72 kcal per mole



# 3
Entry from the OMol25 dataset: a 3-piece molecular cluster, C3H11NO3 overall in a non-equilibrium geometry (the ωB97M-V functional and the def2-TZVPD basis).

Each line ends with the natural charge from an NBO analysis.
Cartesian coordinates (Å):
1 C -0.155 -2.725 -1.529  -0.4181
2 N -1.054 -1.886 -0.685  -0.4460
3 C -2.468 -2.050 -0.457  -0.4123
4 C -0.534 -0.804 0.035  0.5288
5 O 0.662 -0.631 0.100  -0.6148
6 H 0.791 -2.160 -1.559  0.2488
7 H -0.623 -2.634 -2.511  0.2000
8 H -0.127 -3.735 -1.099  0.2040
9 H -2.903 -1.133 -0.094  0.2043
10 H -2.702 -2.656 0.406  0.1845
11 H -3.048 -2.464 -1.321  0.2032
12 H -1.339 -0.141 0.364  0.1175
13 O 0.632 4.146 2.824  -0.9215
14 H 1.568 3.919 2.642  0.4586
15 H 0.793 4.715 3.589  0.4630
16 O 3.638 3.630 -0.509  -0.9418
17 H 3.284 3.939 0.329  0.4659
18 H 3.584 2.671 -0.525  0.4759

Values from the calculation:
HOMO energy: -9.15 eV
2S+1: 1
E_tot: -401.3461 Ha
LUMO level: 0.0206 hartree
Relative energy (zero: lowest compared OMol25 entry of this formula, charge and spin): 41.99 kcal per mole
SMILES string: CN(C)C=O.O.O



# 4
Entry from the OMol25 dataset: a 2-piece molecular cluster, C5H12O2S overall in a non-equilibrium geometry (the ωB97M-V functional and the def2-TZVPD basis).

Each line ends with the natural charge from an NBO analysis.
Cartesian coordinates (Å):
1 C -1.750 2.585 0.738  -0.7476
2 S -1.125 2.501 -0.962  0.2003
3 C 0.294 1.401 -0.734  -0.5563
4 C 0.170 0.064 0.036  -0.4085
5 C -0.491 -1.007 -0.906  -0.5323
6 C 0.290 -1.588 -2.034  0.4400
7 O 1.156 -1.034 -2.656  -0.5408
8 H -1.362 1.785 1.341  0.2129
9 H -1.370 3.511 1.192  0.2158
10 H -2.840 2.591 0.641  0.2302
11 H 1.085 1.867 -0.137  0.2083
12 H 0.631 1.193 -1.809  0.2581
13 H -0.299 0.242 1.018  0.2084
14 H 1.099 -0.457 0.311  0.2228
15 H -1.192 -1.724 -0.436  0.2321
16 H -1.247 -0.483 -1.594  0.2462
17 H 0.004 -2.629 -2.334  0.1096
18 O 2.269 -3.016 2.429  -0.9507
19 H 2.355 -3.675 3.119  0.4769
20 H 2.323 -2.125 2.775  0.4745

Values from the calculation:
HOMO energy: -8.56 eV
2S+1: 1
E_tot: -746.3251 Ha
LUMO level: 0.0222 hartree
Relative energy (zero: lowest compared OMol25 entry of this formula, charge and spin): 41.00 kcal per mole
SMILES string: CSCCCC=O.O



# 5
Entry from the OMol25 dataset: C31H31BrN2O6PtS as an isolated structure in a non-equilibrium geometry (the ωB97M-V functional and the def2-TZVPD basis).

Each line ends with the Löwdin charge.
Cartesian coordinates (Å):
1 Pt 0.180 0.058 -0.250  1.2242
2 O 3.994 1.092 -0.719  0.0868
3 C 2.798 1.006 -0.570  -0.5718
4 O 2.107 -0.088 -0.689  -0.1724
5 C 1.959 2.226 -0.228  -0.1566
6 C 2.472 3.507 -0.187  0.0181
7 C 1.631 4.551 0.157  -0.0373
8 C 0.314 4.264 0.480  -0.0237
9 C -0.133 2.955 0.421  -0.0871
10 N 0.671 1.959 0.043  -0.0549
11 H 3.520 3.635 -0.414  0.1260
12 H 1.997 5.568 0.190  0.1128
13 H -0.374 5.037 0.786  0.1131
14 H -1.123 2.651 0.721  0.0825
15 O -1.936 0.116 -0.511  -0.6301
16 S -2.983 -0.001 0.583  1.0389
17 C -3.761 1.623 0.804  -0.2675
18 C -4.178 2.311 -0.458  -0.2777
19 C -5.522 2.616 -0.655  -0.0502
20 C -5.945 3.252 -1.811  -0.0803
21 C -5.024 3.582 -2.792  -0.0875
22 C -3.686 3.271 -2.608  -0.0689
23 C -3.262 2.639 -1.451  -0.0396
24 C -4.321 -0.769 -0.383  -0.2623
25 C -3.865 -2.082 -0.937  -0.2830
26 C -3.631 -2.217 -2.300  -0.0312
27 C -3.199 -3.426 -2.821  -0.0760
28 C -3.000 -4.511 -1.984  -0.0904
29 C -3.228 -4.381 -0.622  -0.0966
30 C -3.650 -3.170 -0.100  -0.0453
31 H -3.061 2.161 1.435  0.0710
32 H -4.637 1.408 1.421  0.1038
33 H -6.246 2.358 0.106  0.1125
34 H -6.991 3.486 -1.943  0.1031
35 H -5.346 4.077 -3.697  0.1016
36 H -2.964 3.517 -3.374  0.1061
37 H -2.218 2.374 -1.335  0.0927
38 H -4.596 -0.081 -1.182  0.0954
39 H -5.168 -0.890 0.294  0.1107
40 H -3.781 -1.367 -2.953  0.1191
41 H -3.024 -3.519 -3.884  0.1037
42 H -2.675 -5.458 -2.391  0.1019
43 H -3.081 -5.227 0.034  0.1068
44 H -3.819 -3.072 0.965  0.1213
45 Br 0.095 0.389 9.090  0.7029
46 C -0.109 0.394 7.200  -0.6962
47 C -1.279 0.890 6.646  -0.1296
48 C -1.412 0.898 5.267  -0.0245
49 C -0.403 0.396 4.449  -0.1263
50 C 0.753 -0.104 5.032  -0.0204
51 C 0.913 -0.099 6.407  -0.1282
52 C -0.570 0.394 2.935  -0.6493
53 O -1.396 1.220 2.453  -0.1271
54 O 0.131 -0.394 2.295  -0.0553
55 H -2.063 1.269 7.284  0.0950
56 H -2.298 1.302 4.800  0.1093
57 H 1.524 -0.504 4.387  0.1155
58 H 1.817 -0.477 6.863  0.0967
59 C 1.107 -5.058 -1.722  -0.0341
60 N 0.496 -4.040 -0.884  -0.1146
61 C 0.066 -4.372 0.470  -0.0074
62 C 0.415 -2.761 -1.253  -0.4583
63 C 0.951 -2.282 -2.558  0.0222
64 O -0.123 -1.971 -0.453  -0.1309
65 H 1.049 -6.009 -1.199  0.0849
66 H 2.158 -4.839 -1.916  0.1002
67 H 0.579 -5.161 -2.671  0.0895
68 H 0.130 -5.450 0.597  0.0882
69 H -0.960 -4.044 0.628  0.0704
70 H 0.699 -3.871 1.203  0.1080
71 H 1.097 -3.081 -3.277  0.0730
72 H 1.894 -1.764 -2.372  0.0916
73 H 0.256 -1.539 -2.951  0.0933

Values from the calculation:
HOMO energy: -7.43 eV
2S+1: 1
E_tot: -4852.4058 Ha
LUMO level: 0.0068 hartree
Relative energy (zero: lowest compared OMol25 entry of this formula, charge and spin): 12.87 kcal per mole



# 6
Entry from the OMol25 dataset: a 2-piece molecular cluster, C7H8O overall in a non-equilibrium geometry (the ωB97M-V functional and the def2-TZVPD basis).

Each line ends with the natural charge from an NBO analysis.
Cartesian coordinates (Å):
1 C -2.781 -1.090 0.021  -0.4562
2 C -1.699 -0.633 -0.101  -0.2606
3 C -0.003 2.189 0.337  -0.3262
4 C 1.993 -1.607 0.642  -0.3105
5 C -0.116 1.267 -0.642  -0.3171
6 C 1.088 -0.596 0.678  -0.2948
7 C 0.492 -0.075 -0.515  0.5170
8 O 0.561 -0.795 -1.589  -0.6049
9 H -3.826 -1.062 0.130  0.2134
10 H -0.679 3.051 0.267  0.1997
11 H 0.618 2.203 1.237  0.1970
12 H 2.178 -1.960 1.686  0.2195
13 H 2.331 -2.114 -0.287  0.2299
14 H -0.929 1.580 -1.220  0.2510
15 H 0.713 -0.099 1.582  0.2433
16 H 0.059 -0.257 -2.226  0.4993

Values from the calculation:
HOMO energy (alpha / beta): -8.70 / -8.70 eV
2S+1: 1
E_tot: -346.5082 Ha
LUMO level (alpha / beta): -0.0223 / -0.0223 hartree
Relative energy (zero: lowest compared OMol25 entry of this formula, charge and spin): 167.77 kcal per mole